Formula: C66H155N5O14
Source: the OMol25 dataset
Level of theory: the ωB97M-V functional and the def2-TZVPD basis

Positions of all 240 atoms, in Å:
C (2.498252, -5.615027, 6.600664)
C (3.128612, -4.530947, 5.614734)
C (3.949952, -3.646087, 6.641514)
C (4.925032, -2.697177, 5.846074)
C (5.861732, -3.603757, 5.003634)
C (5.079042, -4.581907, 3.981754)
N (3.938372, -5.278817, 4.630854)
O (3.303272, -6.241497, 3.912154)
C (4.734722, -3.829997, 2.729924)
C (6.097752, -5.754437, 3.700194)
C (1.997632, -3.696057, 5.022734)
H (3.331772, -6.219907, 6.957674)
H (1.796012, -6.232957, 6.041094)
H (2.020452, -5.204357, 7.490134)
H (3.174512, -3.081897, 7.159664)
H (4.545172, -4.217957, 7.353394)
H (5.610972, -2.193497, 6.527174)
H (4.476682, -1.877387, 5.284814)
H (6.527272, -4.141077, 5.679244)
H (6.466372, -2.975387, 4.349674)
H (4.320062, -2.854707, 2.984804)
H (5.613422, -3.575767, 2.137174)
H (3.950692, -4.381397, 2.210924)
H (7.076612, -5.408707, 3.367904)
H (6.301212, -6.313177, 4.613704)
H (5.780082, -6.358317, 2.850194)
H (1.212152, -3.405857, 5.720514)
H (1.457452, -4.290937, 4.286234)
H (2.317812, -2.860867, 4.399794)
H (3.666302, -7.078187, 4.211744)
C (5.393212, 0.557283, 3.455214)
C (5.915712, 0.910723, 2.053814)
C (4.959942, 0.325043, 1.031234)
C (3.684532, 1.117393, 0.832874)
C (4.001162, 2.467443, 0.373154)
C (4.925552, 3.257193, 1.376004)
N (6.105012, 2.334253, 1.736084)
O (7.091212, 3.015963, 2.461704)
C (5.540162, 4.484823, 0.565624)
C (4.157802, 3.862163, 2.591914)
C (7.290922, 0.239513, 1.922524)
H (5.294512, -0.497397, 3.712104)
H (4.406482, 1.009123, 3.556664)
H (5.949982, 1.133133, 4.194474)
H (5.469302, 0.085863, 0.097714)
H (4.717862, -0.679077, 1.379424)
H (3.112112, 1.185643, 1.757954)
H (3.123652, 0.615953, 0.044154)
H (3.022352, 2.944193, 0.320894)
H (4.359822, 2.507983, -0.655346)
H (4.775582, 5.129593, 0.132274)
H (6.200172, 5.068193, 1.207624)
H (6.159282, 4.209703, -0.288246)
H (3.962772, 3.133453, 3.378704)
H (4.714732, 4.639783, 3.114634)
H (3.248502, 4.380313, 2.287304)
H (7.821872, 0.495793, 1.005734)
H (7.285772, -0.847817, 1.998604)
H (7.856292, 0.508593, 2.814744)
H (7.811832, 2.944373, 1.831484)
C (-6.890218, 8.098893, -6.616886)
C (-6.364508, 8.099473, -5.200716)
C (-7.622778, 7.948723, -4.218036)
C (-8.096548, 6.575503, -3.967066)
C (-6.926708, 5.752043, -3.565146)
C (-5.775458, 5.627373, -4.588156)
N (-5.413738, 6.996223, -5.008136)
O (-4.266468, 7.109943, -5.815706)
C (-4.479378, 5.053033, -3.885176)
C (-6.249388, 4.693443, -5.709546)
C (-5.725448, 9.485443, -4.854536)
H (-7.731058, 8.784343, -6.722916)
H (-7.203428, 7.096383, -6.908406)
H (-6.059038, 8.409943, -7.249726)
H (-7.306608, 8.395783, -3.275556)
H (-8.402498, 8.638513, -4.541036)
H (-8.830558, 6.296533, -4.723056)
H (-8.716648, 6.521373, -3.072286)
H (-7.290058, 4.773263, -3.251966)
H (-6.532938, 6.147473, -2.628836)
H (-3.724558, 4.850803, -4.645086)
H (-4.091118, 5.680373, -3.082816)
H (-4.749338, 4.110193, -3.409486)
H (-5.678778, 4.819483, -6.629656)
H (-6.292058, 3.651253, -5.393126)
H (-7.267398, 4.955863, -5.997456)
H (-5.111788, 9.527273, -3.954656)
H (-6.333658, 10.388783, -4.900876)
H (-4.864628, 9.644243, -5.504056)
H (-4.465478, 6.612543, -6.612316)
C (-4.866058, 4.236023, -0.323936)
C (-4.268038, 4.564533, 1.072284)
C (-5.353498, 5.418143, 1.801994)
C (-5.039408, 5.568703, 3.316764)
C (-4.914128, 4.116323, 3.904724)
C (-3.787838, 3.287883, 3.221114)
N (-3.975358, 3.277873, 1.776664)
O (-2.949958, 2.639243, 1.112594)
C (-2.444018, 3.718273, 3.744844)
C (-4.114028, 1.809723, 3.689234)
C (-2.980278, 5.397283, 0.839084)
H (-5.642768, 3.477573, -0.226046)
H (-4.123618, 3.704593, -0.919296)
H (-5.510458, 4.956263, -0.828036)
H (-5.380988, 6.428253, 1.393324)
H (-6.289998, 4.873593, 1.681384)
H (-5.793778, 6.142893, 3.854654)
H (-4.096328, 6.102763, 3.432924)
H (-5.866508, 3.594533, 3.810874)
H (-4.691028, 4.282843, 4.958574)
H (-1.587268, 3.292363, 3.222644)
H (-2.215758, 4.768503, 3.563194)
H (-2.304618, 3.463463, 4.795444)
H (-3.878328, 1.829563, 4.753254)
H (-5.063498, 1.394933, 3.350764)
H (-3.354618, 1.146123, 3.275664)
H (-2.434538, 5.677093, 1.740174)
H (-3.030238, 6.342813, 0.299104)
H (-2.221678, 4.919753, 0.218934)
H (-3.311618, 1.803433, 0.808914)
C (2.224942, 0.040443, -4.842066)
C (3.734792, 0.179743, -4.688766)
C (4.150302, 0.981583, -3.491196)
O (4.344922, -1.041517, -4.665276)
H (1.756252, 0.968353, -5.169816)
H (1.806382, -0.455057, -3.966046)
H (1.989122, -0.614037, -5.681196)
H (3.995352, 0.778523, -5.561496)
H (3.593412, 0.736953, -2.586686)
H (4.147582, 2.055253, -3.679146)
H (5.157332, 0.608283, -3.305086)
H (3.995062, -1.537507, -3.921516)
C (1.224142, 3.865563, -3.392776)
C (1.230142, 5.366833, -3.684606)
C (2.034312, 6.254323, -2.756776)
O (1.759532, 5.501583, -4.954106)
H (2.228932, 3.445993, -3.442426)
H (0.572222, 3.338333, -4.089286)
H (0.823772, 3.624083, -2.408146)
H (0.202712, 5.707533, -3.812756)
H (2.840072, 5.684513, -2.293996)
H (1.410382, 6.615593, -1.939276)
H (2.467002, 7.153473, -3.195406)
H (1.506792, 6.383353, -5.237306)
C (-1.808588, -2.829027, 3.297404)
C (-2.042188, -1.570797, 2.378964)
C (-0.960938, -0.475557, 2.491184)
O (-2.069458, -2.133367, 1.082044)
H (-1.723738, -2.599237, 4.359524)
H (-0.870488, -3.361137, 3.139524)
H (-2.554638, -3.608187, 3.141134)
H (-2.996268, -1.076827, 2.562894)
H (-1.049588, 0.070543, 3.430344)
H (-1.120678, 0.260893, 1.703644)
H (0.064272, -0.844087, 2.456114)
H (-1.377968, -2.798777, 1.056284)
C (-1.089848, -9.541087, 4.507634)
C (-0.811028, -8.065147, 4.113494)
C (-1.411448, -7.093867, 5.106074)
O (0.609262, -7.906977, 4.051244)
H (-0.862648, -9.612697, 5.571284)
H (-0.693998, -10.372987, 3.925104)
H (-2.150568, -9.514527, 4.258084)
H (-1.127048, -7.816437, 3.100394)
H (-2.477588, -7.320097, 5.089884)
H (-1.288018, -6.051017, 4.813934)
H (-1.237288, -7.174597, 6.179034)
H (0.903922, -7.020867, 3.828544)
C (-1.363408, -3.926597, -3.268376)
C (-0.803428, -2.870587, -4.218936)
C (-1.712088, -1.669707, -4.436156)
O (0.360652, -2.441247, -3.591536)
H (-0.662288, -4.750557, -3.135636)
H (-2.279778, -4.314677, -3.713086)
H (-1.521268, -3.614567, -2.235986)
H (-0.531348, -3.259117, -5.200316)
H (-1.019728, -0.877397, -4.720746)
H (-2.322658, -1.350877, -3.591366)
H (-2.340098, -1.728797, -5.325096)
H (0.075952, -1.767947, -2.969276)
C (4.912382, -4.906917, -0.995666)
C (4.976572, -3.424837, -1.109486)
C (6.361702, -2.904607, -1.618996)
O (3.982422, -2.928977, -2.029356)
H (5.214572, -5.355387, -1.942046)
H (3.884512, -5.237107, -0.845536)
H (5.425002, -5.213507, -0.083886)
H (4.783902, -3.009987, -0.120106)
H (7.173852, -3.164267, -0.939966)
H (6.307562, -1.841217, -1.852166)
H (6.640882, -3.331357, -2.582356)
H (3.447772, -3.696477, -2.245446)
C (1.229222, -7.000227, -2.106486)
C (1.482542, -7.975927, -0.966606)
C (0.473132, -9.155247, -0.966986)
O (2.802452, -8.514987, -1.116186)
H (0.318462, -6.434257, -1.910806)
H (1.131582, -7.582717, -3.022596)
H (2.091082, -6.345517, -2.235526)
H (1.559472, -7.434347, -0.023806)
H (-0.498378, -8.672897, -0.859296)
H (0.519862, -9.804337, -0.092576)
H (0.378362, -9.680347, -1.917456)
H (3.069572, -8.962257, -0.309846)
C (-5.847778, 0.727573, -1.021406)
C (-5.094088, -0.371277, -0.355626)
C (-4.793598, -1.505657, -1.333786)
O (-3.869478, 0.109323, 0.135084)
H (-6.708808, 0.377513, -1.590776)
H (-5.195598, 1.208903, -1.750156)
H (-6.368808, 1.391763, -0.331846)
H (-5.791368, -0.769467, 0.381494)
H (-4.385618, -1.114267, -2.265696)
H (-5.680848, -2.116057, -1.501966)
H (-4.036418, -2.150017, -0.887056)
H (-3.271368, -0.621917, 0.305824)
C (-2.389578, 1.858763, -3.840286)
O (-1.270438, 1.277803, -3.143676)
C (-1.577818, 0.915233, -1.767966)
C (-0.256388, 0.504833, -1.116286)
N (-0.132768, -0.949137, -0.828276)
C (1.213372, -1.299437, -0.336536)
C (1.356722, -2.806527, -0.061786)
O (0.567022, -3.238437, 1.014504)
C (0.758272, -4.595007, 1.310584)
H (-2.649068, 2.851373, -3.472176)
H (-3.301338, 1.267563, -3.754946)
H (-2.153378, 2.007893, -4.893886)
H (-2.272818, 0.081073, -1.864166)
H (-2.010198, 1.799753, -1.300236)
H (-0.288988, 1.111003, -0.210966)
H (0.540492, 0.841963, -1.779176)
H (-0.800908, -1.246717, -0.131746)
H (1.477772, -0.684497, 0.523714)
H (2.009742, -1.060617, -1.041426)
H (2.388142, -3.045117, 0.197744)
H (1.287532, -3.336517, -1.011746)
H (0.291192, -5.229167, 0.557074)
H (0.273972, -4.759367, 2.273154)
H (1.820232, -4.840567, 1.304874)

Force components x, y, z for each atom (eV/Å):
C 0.4970 0.3070 -1.1776
C -0.7998 -1.1329 2.3220
C 0.3918 0.9970 -2.6250
C 0.6480 -1.1839 0.7257
C -1.9265 -0.0882 -0.9649
C 1.9024 -1.4909 1.4144
N 1.9250 2.8777 2.6841
O -1.0528 -0.2054 -1.2635
C -0.5632 0.6275 0.0911
C 0.0331 0.9853 -0.5854
C -0.4192 -0.3668 -1.1465
H -0.0567 -0.2200 -0.0843
H -0.0712 -0.1711 0.2207
H -0.1384 0.3367 -0.2487
H 0.1927 0.0334 0.2238
H -0.1526 -0.2461 -0.1307
H -0.1631 0.1550 0.3453
H -0.4509 -0.3779 -0.1920
H -0.1353 -0.2672 -0.1027
H 0.2483 -0.0309 0.0239
H -0.3014 0.1280 0.1184
H -0.0018 -0.4792 -0.2836
H 0.2856 0.0041 -0.5157
H 0.0682 0.5485 0.0432
H -0.4054 -0.2317 -0.1169
H -0.3501 -0.4095 0.3106
H 0.3649 0.2593 0.3146
H -0.0416 -0.4807 -0.0691
H 0.2586 0.3800 0.4191
H 0.0186 -0.2141 0.1512
C -0.6903 1.7808 0.3215
C 0.6788 -0.6887 0.0923
C -0.1023 -0.9768 0.1073
C 0.7110 -1.5254 -0.2545
C -0.1595 2.0922 0.5784
C 1.1439 0.4542 -1.0023
N -2.2659 0.5753 -1.4401
O -0.0425 -0.3419 0.3589
C 0.0529 -0.7090 0.5153
C 0.4730 -0.2373 0.0413
C 0.2467 -0.0774 0.5788
H 0.4195 0.0175 -0.2462
H -0.3694 -0.2721 -0.0190
H 0.4320 -0.4299 0.2074
H 0.0692 0.6478 -0.3627
H -0.1693 -0.2021 0.3095
H -0.1980 -0.2937 0.0114
H -0.3827 -0.0385 0.2858
H 0.0553 0.7653 0.0259
H 0.5425 -0.1795 0.1121
H -0.3004 0.0003 0.3768
H -0.2484 0.1143 0.1409
H -0.0366 -0.6171 0.0243
H -0.3709 -0.1902 -0.2320
H 0.5152 -0.0371 -0.2479
H -0.1978 -0.3653 -0.1776
H -0.0331 0.2022 0.0266
H -0.5985 -0.1715 -0.2368
H 0.4157 0.3671 -0.2255
H 0.4357 0.3352 0.2258
C 0.3227 0.2171 -0.3740
C -1.5058 0.2738 1.1563
C 1.5320 1.7047 -0.0026
C -1.2146 0.1837 0.5855
C 0.8953 -1.3123 -0.0282
C 0.8707 0.3147 0.8167
N -0.3736 0.6755 1.4083
O -0.3398 -0.2140 0.2731
C -1.2840 -0.3169 -0.5159
C -0.3316 0.5115 -0.2997
C 1.6810 -0.5535 -0.5283
H 0.1002 0.0651 -0.1862
H -0.1162 0.0098 -0.0425
H -0.2187 0.0316 -0.4165
H 0.2206 -0.1484 0.2593
H -0.0373 -0.1059 -0.4189
H 0.6608 -0.8562 -0.5493
H -0.3176 0.5436 0.1693
H 0.2593 -0.4623 -0.3540
H 0.1524 0.4457 -0.0468
H 0.1213 0.1177 0.1653
H -0.0771 0.3229 -0.3190
H -0.0154 -0.2330 -0.0790
H 0.3550 -0.3395 0.0377
H 0.3403 -0.0027 -0.0465
H -0.1507 0.0584 0.0695
H -0.8220 -0.5254 0.8178
H -0.4492 -0.4114 -0.0993
H -0.2752 0.0968 -0.9012
H 0.0219 -0.0855 -0.5660
C -0.5024 -1.5658 0.6357
C 0.0191 1.2114 -0.9324
C 1.0634 -0.4371 1.3268
C -0.0225 -1.6100 -0.7628
C 0.4160 1.8180 -0.6860
C -1.7622 -1.3894 0.7706
N -1.9739 1.7172 -0.2711
O 1.3678 -0.1060 -0.1374
C 1.3855 0.2592 -0.3802
C 2.0161 0.7491 -0.3197
C 1.0347 0.3539 -0.0161
H 0.0341 -0.4546 0.6730
H 0.0787 0.6349 -0.4919
H 1.0617 0.8978 -0.0884
H -0.2134 -0.2441 -0.5414
H -0.2652 0.3023 -0.0239
H -0.1431 -0.0661 -0.1044
H 0.0969 -0.0034 0.0671
H -0.0393 0.0465 -0.0184
H 0.1135 -0.6389 0.1491
H -0.2308 -0.7136 -0.2132
H -0.5342 0.2692 0.4975
H -0.1972 0.2150 0.0682
H -0.8081 -0.4469 0.2579
H -0.1950 0.5234 0.4323
H 0.1843 -0.0640 -0.1945
H -0.2512 -0.1935 0.3060
H -1.1174 0.1881 -0.0167
H -0.1945 -0.8054 0.1161
H -0.4063 -0.5113 -0.1831
C -0.0160 -0.4213 -0.4992
C -2.0418 1.7408 -0.4765
C 0.5938 -0.0310 0.5148
O 1.0156 -1.4855 -0.6376
H -0.1492 0.2872 0.8171
H -0.3696 0.4455 0.1020
H 0.2843 -0.3549 -0.0446
H 0.8570 -0.5089 -0.3308
H -0.3712 0.0699 0.0431
H -0.0130 -0.0202 0.1950
H 0.3247 0.5872 0.1757
H -0.0243 -0.3200 0.3015
C -0.2306 0.2146 0.5164
C -0.4465 -0.3249 0.1886
C -0.2932 -0.1836 1.4535
O 0.8638 0.0263 -2.1663
H 0.0689 0.0955 -0.1319
H 0.1598 0.0979 -0.1767
H 0.0191 0.2036 0.2031
H -0.4155 0.0549 0.8542
H 0.1911 0.0060 -0.0820
H -0.0777 -0.0656 0.2178
H -0.1312 -0.2022 -0.4667
H 0.2537 0.0259 -0.3648
C -0.0023 0.7240 0.6234
C 1.4642 -1.2617 1.1636
C -0.3078 -0.1893 0.3207
O -0.9547 0.6405 -0.8667
H -0.4880 0.2365 0.1244
H 0.3124 0.5492 -0.6420
H -0.4176 0.3461 0.0470
H -0.2008 -0.3652 0.0318
H -0.1747 -0.0412 0.1366
H 0.0537 0.0245 -0.0931
H -0.0716 -0.2600 -0.2403
H 0.5032 -0.1815 -0.2181
C -0.9246 1.7305 -0.6033
C 2.3430 -0.2871 0.1461
C -1.5924 -0.1054 -0.0360
O 0.8435 -0.6165 0.2939
H -0.2813 -0.4117 -0.0872
H 0.5867 0.5354 -0.0756
H -0.4619 -0.8077 0.8304
H -0.8029 -0.2200 -0.0124
H -0.4305 0.3955 -0.2452
H 0.1049 -0.0091 -0.1020
H 0.9999 -0.4014 -0.1443
H -0.2215 0.2731 0.0069
C -0.4589 -0.8664 -0.8748
C -0.9195 -0.2140 1.1570
C 0.1927 0.4039 -1.0200
O 1.6475 0.5405 -0.0776
H 0.1258 -0.1064 -0.4711
H -0.2682 -0.2786 0.3554
H -0.2886 0.7622 -0.2030
H 0.0105 -0.3739 0.0906
H -0.0902 0.3757 0.3227
H 0.2007 -0.1733 0.1505
H -0.3417 -0.4924 0.1158
H 0.1489 0.2487 0.6901
C -0.5384 -0.3355 -0.0224
C 1.0885 1.2515 -0.7808
C -0.7448 -0.3810 -0.0982
O 0.1755 -0.2013 0.2779
H 0.5186 -0.3558 0.2952
H -0.3126 0.0640 0.1289
H 0.4714 -0.3857 -0.4195
H -0.0954 0.3592 0.0754
H -0.0780 0.3117 0.2346
H 0.0540 0.1449 0.5526
H -0.3213 -0.4410 -0.0642
H -0.3462 0.1234 -0.2805
C 0.2668 -0.6554 0.2064
C 0.6465 -1.2899 -0.0161
C -0.9097 1.7319 0.5051
O 0.5233 0.1624 -0.7391
H 0.0636 0.0473 -0.1532
H -0.1637 0.1497 -0.1438
H -0.1156 0.1568 0.1154
H -0.8904 0.0541 0.2818
H -0.4003 0.0329 0.0633
H 0.5081 -0.1912 -0.2260
H 0.6604 -0.1248 0.1048
H -0.1741 -0.0273 0.0624
C -0.7577 0.5841 -0.6323
C -0.6307 -1.2201 -0.9839
C 0.0369 -0.0565 0.3395
O -0.0091 0.9062 0.7490
H 0.1416 -0.6773 -0.1883
H -0.0318 0.5357 0.2013
H 0.7770 0.4454 0.1870
H 0.4552 -0.1517 0.8289
H -0.1271 -0.0347 -0.1346
H -0.0002 0.0876 -0.2599
H 0.0536 -0.1844 -0.0269
H 0.1201 -0.4431 0.0452
C 0.5190 -0.0122 0.5261
O -0.6842 0.5048 -0.3369
C 0.5523 -0.0920 -2.1780
C -1.0405 -0.3667 0.5451
N 1.0111 0.5915 -1.0112
C -0.3679 -0.4776 0.1967
C 1.2699 1.0736 -0.2789
O -0.7687 0.2515 -0.2493
C -0.1971 -0.1362 -0.1874
H 0.1692 0.1730 0.4165
H -0.0327 -0.4094 -0.0103
H 0.2899 -0.3804 0.0480
H -0.2399 0.0353 0.6128
H -0.2300 -0.1794 0.3014
H 0.8432 -0.0023 0.4812
H 0.1527 -0.1086 0.1236
H -0.2553 0.1802 -0.0115
H -0.0529 -0.2030 0.5677
H -0.2550 -0.0139 -0.5737
H 0.4847 0.4209 0.2799
H -1.1222 -0.3577 -0.1149
H -0.1899 -0.1496 -0.1397
H 0.3111 -0.3067 -0.0070
H 0.1805 -0.0715 0.4138

Calculated values
Highest occupied orbital energy in eV: -8.084
Frontier orbital gap in eV: 8.47